[1]
Density functional theory data (ωB97M-V/def2-TZVPD) for an isolated ion of composition C3H6NO2S and charge -1 in a non-equilibrium geometry.

Geometry as XYZ:
```
13
Properties=species:S:1:pos:R:3:forces:R:3:mulliken_spin:R:1
C -0.2139 -0.2042 -0.3018 1.8 1.9 -0.8 0.662
C 0.0978 -0.8811 -1.6246 1.8 -1.1 0.6 -0.078
C 0.5928 1.7817 1.0758 1.9 2.4 -0.9 -0.029
N 0.8913 1.0629 -0.0970 -3.5 -4.0 -0.7 0.805
O -1.5368 -2.3529 -0.0054 0.2 -0.4 0.1 0.077
O -1.5491 -0.9330 1.9785 0.6 0.5 0.2 0.071
S -0.7410 -1.4431 0.8505 -0.5 0.5 0.1 0.322
H 1.1307 -0.5848 -2.0102 -1.0 -0.6 0.7 0.001
H -0.5393 -0.6091 -2.4268 -1.1 0.5 -0.7 0.042
H -0.0491 -2.0090 -1.4913 0.6 1.6 -0.5 0.011
H 0.0313 1.4431 1.9000 -1.1 -1.0 0.6 0.004
H 0.2466 2.8296 0.7650 0.3 -1.0 0.5 0.066
H 1.6387 1.8999 1.3874 0.0 0.8 0.9 0.046
```
Positions in Å, forces in eV/Å.

Expectation value of S² = 2.012
Total charge = -1
HOMO level (alpha / beta) = -2.52 / -3.45 eV
ΔE to the lowest compared entry with this formula, charge and spin = 47.3 kcal per mole
Multiplicity = 3
Kohn-Sham gap (alpha / beta) = 6.67 / 6.24 eV

[2]
Density functional theory data (ωB97M-V/def2-TZVPD) for C3H6NO3 as an isolated structure in a non-equilibrium geometry.

Geometry as XYZ:
```
13
Properties=species:S:1:pos:R:3:forces:R:3:mulliken_charge:R:1
C -0.0888 -1.5169 -0.4728 0.9 1.8 -1.0 0.844
C 1.3349 -1.3530 -0.1322 0.7 -2.5 -0.5 -1.094
C -1.1469 3.5711 1.1289 0.9 -1.4 -1.5 -0.104
N -0.6490 2.6188 0.6929 -1.4 2.1 1.9 0.379
O -0.4367 -2.6498 -0.9816 0.1 -0.1 0.6 -0.363
O -0.0563 1.5653 0.6004 0.7 -1.9 -0.7 -0.489
O -0.8416 -0.5170 -0.5456 -0.7 0.7 1.2 -0.505
H 1.6154 -0.7652 0.6758 -0.2 1.9 1.1 0.401
H 1.7417 -2.3013 0.2020 0.0 -0.5 -0.4 0.354
H 1.8911 -1.1095 -1.0435 -0.2 0.2 0.1 0.315
H -1.4340 4.5829 1.0683 -0.4 0.7 0.2 0.395
H -0.5637 0.5151 0.0415 0.1 -0.9 -0.8 0.485
H -1.3660 -2.6403 -1.2340 -0.5 0.0 -0.3 0.383
```
Positions in Å, forces in eV/Å.

Total charge = +1
HOMO level = -15.83 eV
ΔE to the lowest compared entry with this formula, charge and spin = 73.7 kcal per mole
Kohn-Sham gap = 12.19 eV

[3]
Density functional theory data (ωB97M-V/def2-TZVPD) for one molecule with the formula C3H6NOP in a non-equilibrium geometry.

Geometry as XYZ:
```
12
Properties=species:S:1:pos:R:3:forces:R:3:mulliken_charge:R:1
P -1.2484 1.6020 -1.0411 -1.2 -0.1 0.0 -0.135
C -0.4878 0.6538 0.3930 1.7 -0.7 1.7 0.056
N 0.9803 0.9134 0.3610 0.8 -0.4 -0.5 -0.550
C 1.6202 -0.1877 0.2700 -2.4 0.1 0.0 0.017
C 0.6962 -1.3625 0.1921 -1.5 0.7 -0.2 -0.279
O -0.6298 -0.7958 0.4311 0.8 0.6 -0.4 -0.393
H -2.5351 1.8719 -0.4356 0.7 0.0 0.0 0.048
H -1.9033 0.5412 -1.7692 0.6 0.1 0.4 0.059
H -0.7392 1.0827 1.4184 -0.5 -0.4 -1.4 0.316
H 2.6547 -0.3914 0.1012 0.8 0.7 0.2 0.363
H 0.7625 -1.7637 -0.8151 -0.1 -0.3 -0.3 0.221
H 0.8298 -2.1640 0.8941 0.3 -0.3 0.5 0.277
```
Positions in Å, forces in eV/Å.

SMILES string = P[C@@H]1N=CCO1
Total charge = 0
HOMO level = -9.29 eV
ΔE to the lowest compared entry with this formula, charge and spin = 36.6 kcal per mole
Kohn-Sham gap = 10.19 eV

[4]
Density functional theory data (ωB97M-V/def2-TZVPD) for an isolated ion of composition C3H6NOS and charge -1 in a non-equilibrium geometry.

Geometry as XYZ:
```
12
Properties=species:S:1:pos:R:3:forces:R:3:mulliken_charge:R:1
O -1.0977 1.5861 -2.4849 0.0 1.0 0.1 -0.579
C -0.2661 1.1659 -1.7018 -0.4 -2.6 -0.6 0.089
N -0.5530 0.6289 -0.4738 1.1 1.5 -2.2 -0.117
C 0.4118 -0.3128 0.0607 -0.5 -0.3 1.4 -0.498
C 0.0512 -0.5803 1.5454 1.5 -1.7 -0.4 -0.604
S 0.6568 -2.2560 2.0121 0.3 -0.2 0.1 -0.723
H 0.7438 0.8349 -2.1137 -0.4 1.0 0.8 0.243
H -1.5458 0.5848 -0.3174 0.0 -0.3 0.5 0.228
H 1.4201 0.1396 0.0164 -0.5 0.0 0.2 0.224
H 0.5116 -1.2495 -0.5052 -0.6 0.1 0.1 0.294
H -0.9877 -0.6677 1.8717 -0.1 1.0 -0.7 0.223
H 0.6551 0.1261 2.0905 -0.4 0.5 0.6 0.219
```
Positions in Å, forces in eV/Å.

SMILES string = O=CNCC[S-]
Total charge = -1
HOMO level = -2.52 eV
ΔE to the lowest compared entry with this formula, charge and spin = 31.2 kcal per mole
Kohn-Sham gap = 6.22 eV

[5]
Density functional theory data (ωB97M-V/def2-TZVPD) for a 2-piece molecular cluster, C3H6NP3 overall in a non-equilibrium geometry.

Geometry as XYZ:
```
13
Properties=species:S:1:pos:R:3:forces:R:3:mulliken_charge:R:1
C -0.5541 -1.1551 0.4883 0.1 -3.2 1.7 -0.059
C -0.8081 0.8618 -0.6209 -1.9 2.1 -1.3 -0.090
C 1.1503 0.4057 0.6789 2.0 3.0 -3.2 -0.626
N 0.0035 0.0317 0.1378 -1.3 1.0 -0.7 0.153
P 0.2474 -2.2981 1.5458 -1.6 1.0 -1.2 -0.129
P -2.3934 0.4837 -1.2476 1.8 0.8 0.3 -0.097
P 2.7343 1.4060 -1.1137 -2.6 -1.1 1.2 0.055
H -1.5540 -1.3339 0.0668 0.5 0.0 0.4 0.104
H -0.4817 1.9444 -0.7772 0.1 -1.9 0.4 0.282
H 1.5308 -0.4332 1.1524 1.5 -1.1 1.3 0.350
H -0.9451 -3.0671 1.6013 0.2 -0.2 -0.1 0.010
H -2.4921 1.7743 -1.8767 0.0 -0.4 0.3 0.017
H 3.5623 1.3799 -0.0352 1.1 0.1 0.9 0.029
```
Positions in Å, forces in eV/Å.

Total charge = 0
HOMO level (alpha / beta) = -7.23 / -8.56 eV
ΔE to the lowest compared entry with this formula, charge and spin = 124.2 kcal per mole
Kohn-Sham gap (alpha / beta) = 5.83 / 7.14 eV

[6]
Density functional theory data (ωB97M-V/def2-TZVPD) for one molecule with the formula C3H6O in a non-equilibrium geometry.

Geometry as XYZ:
```
10
Properties=species:S:1:pos:R:3:forces:R:3:mulliken_charge:R:1
C 1.2588 -0.0981 -0.1545 0.9 0.3 -0.2 -0.936
C -0.1793 -0.2321 0.4844 2.9 -0.5 -0.3 0.193
C -1.3183 0.4275 -0.0888 -2.0 -0.8 0.9 -0.374
O -1.0573 -0.9862 -0.2719 -0.4 0.0 -1.5 -0.407
H 1.2212 0.5725 -1.1251 0.2 -0.9 2.2 0.253
H 1.6497 -1.1422 -0.6373 -0.9 2.3 1.8 0.226
H 1.9949 0.3675 0.7458 -1.7 -1.3 -2.9 0.257
H -0.1422 -0.5176 1.5045 -0.1 -0.1 1.0 0.355
H -1.1097 1.1272 -0.8564 -0.1 0.3 -1.1 0.205
H -2.3177 0.4815 0.3993 1.1 0.7 0.0 0.228
```
Positions in Å, forces in eV/Å.

SMILES string = C[C@H]1CO1
Total charge = 0
HOMO level = -10.15 eV
ΔE to the lowest compared entry with this formula, charge and spin = 54.4 kcal per mole
Kohn-Sham gap = 11.31 eV

[7]
Density functional theory data (ωB97M-V/def2-TZVPD) for one molecule with the formula C3H6O.

Geometry as XYZ:
```
10
Properties=species:S:1:pos:R:3:forces:R:3:mulliken_charge:R:1
C -1.1717 0.2552 0.1486 -0.3 0.1 -0.2 -0.990
C 0.0937 -0.5375 -0.1278 0.7 0.1 0.3 -0.316
C 1.4026 0.2474 -0.0270 -0.3 0.2 0.1 0.008
O 1.4807 1.4411 0.1352 -0.1 -0.5 -0.1 -0.472
H -1.0689 0.9801 0.9635 0.1 -0.3 -0.1 0.294
H -1.9917 -0.4356 0.3799 0.1 0.2 0.0 0.324
H -1.4600 0.8085 -0.7525 0.0 0.0 0.2 0.262
H 0.2274 -1.3973 0.5490 -0.1 0.2 -0.1 0.293
H 0.0481 -0.9727 -1.1298 0.1 -0.1 0.0 0.262
H 2.3342 -0.3629 -0.0805 -0.2 0.0 -0.1 0.335
```
Positions in Å, forces in eV/Å.

SMILES string = CCC=O
Total charge = 0
HOMO level = -9.86 eV
ΔE to the lowest compared entry with this formula, charge and spin = 8.2 kcal per mole
Kohn-Sham gap = 10.91 eV

[8]
Density functional theory data (ωB97M-V/def2-TZVPD) for one molecule with the formula C3H6O in a non-equilibrium geometry.

Geometry as XYZ:
```
10
Properties=species:S:1:pos:R:3:forces:R:3:mulliken_charge:R:1
O 0.4579 1.6652 0.5919 1.1 0.9 -2.4 -0.518
C 0.2024 0.3169 0.6687 -2.8 0.2 -1.7 -0.095
C -1.0382 -0.4097 -0.3350 3.6 0.9 1.9 -0.605
C 0.4993 -0.6935 -0.3817 0.5 0.0 0.2 -0.474
H 0.8452 1.8437 -0.3259 -0.8 -0.2 2.0 0.326
H 0.0038 0.0985 1.7299 0.5 -0.6 -0.8 0.344
H -1.4159 0.2390 -1.1471 -0.1 -0.7 0.9 0.268
H -1.5480 -1.0552 0.3641 -0.8 0.0 -0.8 0.274
H 0.9518 -1.4950 0.2157 -0.6 -0.7 -1.1 0.208
H 1.0418 -0.5098 -1.3807 -0.7 0.1 1.9 0.273
```
Positions in Å, forces in eV/Å.

SMILES string = OC1CC1
Total charge = 0
HOMO level = -8.27 eV
ΔE to the lowest compared entry with this formula, charge and spin = 56.9 kcal per mole
Kohn-Sham gap = 9.30 eV

[9]
Density functional theory data (ωB97M-V/def2-TZVPD) for one molecule with the formula C3H6O in a non-equilibrium geometry.

Geometry as XYZ:
```
10
Properties=species:S:1:pos:R:3:forces:R:3:mulliken_charge:R:1
C -0.8547 0.7657 0.5843 0.0 -1.2 -0.7 -0.959
C 0.1456 -0.3882 0.3022 -4.4 -0.1 0.2 0.169
C 0.7857 -0.5812 -0.9590 1.4 -0.8 -2.0 -0.329
O 1.4683 -0.2045 0.2433 2.5 0.6 0.2 -0.423
H -0.7120 1.6344 -0.1172 -0.5 -0.9 0.7 0.295
H -0.5577 1.0301 1.5720 -0.1 0.8 0.9 0.264
H -1.9230 0.3166 0.6734 1.8 1.0 -0.6 0.266
H -0.2084 -1.2728 0.7867 0.1 -0.7 0.6 0.330
H 0.7369 0.2545 -1.6383 -0.1 0.0 -0.4 0.174
H 1.1193 -1.5546 -1.4474 -0.7 1.2 1.0 0.213
```
Positions in Å, forces in eV/Å.

SMILES string = C[C@H]1CO1
Total charge = 0
HOMO level = -10.25 eV
ΔE to the lowest compared entry with this formula, charge and spin = 41.3 kcal per mole
Kohn-Sham gap = 11.43 eV

[10]
Density functional theory data (ωB97M-V/def2-TZVPD) for one molecule with the formula C3H6O2 in a non-equilibrium geometry.

Geometry as XYZ:
```
11
Properties=species:S:1:pos:R:3:forces:R:3:mulliken_charge:R:1
C 0.0867 -0.1808 -1.5105 -0.7 0.9 -0.2 -1.016
C 0.5636 0.1046 -0.0888 -0.7 -2.8 -0.5 0.603
O 1.3528 -0.7739 0.1795 1.7 0.5 1.7 -0.521
C -0.2355 0.7004 1.1124 0.2 0.3 -0.5 -0.322
O -0.8242 -0.4475 1.7009 0.0 -0.1 -0.2 -0.487
H 0.8531 0.0799 -2.2461 -0.2 0.2 0.1 0.304
H -0.8401 0.3335 -1.6673 -0.5 0.4 -0.7 0.332
H -0.0884 -1.2710 -1.6225 0.1 0.7 0.4 0.266
H -1.0406 1.3774 0.8148 0.1 -0.1 -0.1 0.276
H 0.3978 1.2308 1.8446 0.1 -0.2 -0.5 0.234
H -0.2182 -1.1745 1.4887 -0.2 0.1 0.5 0.331
```
Positions in Å, forces in eV/Å.

SMILES string = CC(=O)CO
Total charge = 0
HOMO level = -9.81 eV
ΔE to the lowest compared entry with this formula, charge and spin = 41.9 kcal per mole
Kohn-Sham gap = 10.28 eV

Please write out number 6 again, unchanged.
Density functional theory data (ωB97M-V/def2-TZVPD) for one molecule with the formula C3H6O in a non-equilibrium geometry.

Geometry as XYZ:
```
10
Properties=species:S:1:pos:R:3:forces:R:3:mulliken_charge:R:1
C 1.2588 -0.0981 -0.1545 0.9 0.3 -0.2 -0.936
C -0.1793 -0.2321 0.4844 2.9 -0.5 -0.3 0.193
C -1.3183 0.4275 -0.0888 -2.0 -0.8 0.9 -0.374
O -1.0573 -0.9862 -0.2719 -0.4 0.0 -1.5 -0.407
H 1.2212 0.5725 -1.1251 0.2 -0.9 2.2 0.253
H 1.6497 -1.1422 -0.6373 -0.9 2.3 1.8 0.226
H 1.9949 0.3675 0.7458 -1.7 -1.3 -2.9 0.257
H -0.1422 -0.5176 1.5045 -0.1 -0.1 1.0 0.355
H -1.1097 1.1272 -0.8564 -0.1 0.3 -1.1 0.205
H -2.3177 0.4815 0.3993 1.1 0.7 0.0 0.228
```
Positions in Å, forces in eV/Å.

SMILES string = C[C@H]1CO1
Total charge = 0
HOMO level = -10.15 eV
ΔE to the lowest compared entry with this formula, charge and spin = 54.4 kcal per mole
Kohn-Sham gap = 11.31 eV

What is the ΔE to the lowest compared entry with this formula, charge and spin in the sixth record?
54.4 kcal per mole